[1]
Density functional theory data (the ωB97M-V functional and the def2-TZVPD basis) for a structure of composition C20H26Cl4CoN5O4SSi in a non-equilibrium geometry.

## Properties
- highest occupied orbital energy (alpha / beta) (eV) = -3.54 / -3.56
- HOMO-LUMO gap (alpha / beta) (eV) = 5.0 / 5.1

ORCA input file:
```
! wB97M-V def2-TZVPD RIJCOSX def2/J DEFGRID3
* xyz -1 4
Co 0.0126 -0.3772 0.0903
N 0.9716 -0.6167 2.2308
C 2.3197 -0.0938 2.3262
C 3.2505 -1.1046 3.0153
C 4.7661 -0.8743 2.9751
C 5.3207 0.4069 3.6559
N 4.3975 1.1252 4.5219
C 3.9037 2.3551 4.1968
N 3.2928 3.0319 5.2280
N 4.0397 2.8177 3.0026
C 2.7666 0.2420 0.9045
O 3.7702 1.0737 0.7579
O 2.2050 -0.2444 -0.0576
H 0.2973 -0.1497 2.8219
H 0.9009 -1.6166 2.3701
H 2.2981 0.8397 2.8821
H 3.0681 -2.0724 2.5398
H 2.9214 -1.1872 4.0529
H 5.0950 -0.8760 1.9347
H 5.2189 -1.7430 3.4573
H 5.6372 1.1163 2.8971
H 6.2010 0.1390 4.2424
H 4.3132 0.8242 5.4755
H 3.0443 2.5107 6.0514
H 2.6204 3.7308 4.9616
H 3.9312 1.6344 1.5862
H 3.6476 3.7429 2.8816
Cl -5.6841 -1.9462 3.3180
C -4.3296 -1.0784 2.6799
C -4.2762 0.3018 2.7786
Cl -5.5737 1.1677 3.5324
C -3.1646 0.9880 2.2735
Cl -3.0619 2.7137 2.4273
C -2.1224 0.3357 1.6164
O -1.0775 0.9566 1.1414
C -2.1828 -1.1064 1.5072
O -1.1932 -1.7317 0.9297
C -3.2737 -1.7676 2.0705
Cl -3.3007 -3.4975 1.9655
C -3.0965 -1.9473 -6.1944
Si -3.2037 -0.4168 -5.0665
C -3.0894 1.1150 -6.1891
C -4.9352 -0.4295 -4.3270
C -1.6144 -0.4346 -4.0357
C -0.4330 -0.5398 -4.7325
C 0.7978 -0.5520 -4.0724
C 0.7863 -0.4660 -2.7059
N -0.3330 -0.3566 -1.9648
C -1.5550 -0.3217 -2.6011
S -2.9711 -0.1067 -1.7120
H -3.9901 -2.0333 -6.8177
H -3.0135 -2.8608 -5.6017
H -2.2312 -1.9065 -6.8608
H -3.9772 1.2024 -6.8208
H -2.2164 1.0741 -6.8453
H -3.0126 2.0267 -5.5928
H -5.6863 -0.4670 -5.1254
H -5.1105 0.4571 -3.7216
H -5.0776 -1.2897 -3.6742
H -0.4489 -0.6114 -5.8171
H 1.7276 -0.6275 -4.6196
H 1.7133 -0.4782 -2.1445
*
```

---

[2]
Density functional theory data (the ωB97M-V functional and the def2-TZVPD basis) for a cluster of 11 separate species, C51H104BClO11 in total.

## Properties
- highest occupied orbital energy (eV) = -8.97
- HOMO-LUMO gap (eV) = 9.7
- SMILES = CC[C@@H](C)B(CCCCl)CCCOC.C1CCOC1.C1CCOC1.C1CCOC1.C1CCOC1.C1CCOC1.C1CCOC1.C1CCOC1.C1CCOC1.C1CCOC1.C1CCOC1
- energy relative to the best compared isomer or geometry (same formula, charge and spin) (kcal per mole) = 2.14

ORCA input file:
```
! wB97M-V def2-TZVPD RIJCOSX def2/J DEFGRID3
* xyz 0 1
C -2.2969 4.2253 -0.3739
C -2.1157 3.4823 -1.7112
C -1.7726 1.9986 -1.5685
C -0.3651 1.8123 -0.9686
B -2.8444 1.1160 -0.8333
C -2.5040 -0.3914 -0.4806
C -2.4488 -0.6104 1.0609
C -1.0212 -0.8827 1.5591
Cl -0.6816 0.0239 3.0740
C -4.3082 1.6038 -0.5197
C -5.2570 1.1605 -1.6599
C -6.7141 1.1913 -1.2312
O -7.5242 1.5865 -2.3262
C -8.8269 1.9674 -1.9493
H -1.6076 5.0647 -0.2948
H -3.3041 4.6326 -0.2746
H -2.1167 3.5847 0.4890
H -2.9657 3.6230 -2.3738
H -1.2769 3.9551 -2.2235
H -1.7489 1.5776 -2.5872
H -0.4083 1.7945 0.1229
H 0.2956 2.6223 -1.2697
H 0.0851 0.8721 -1.2893
H -3.2958 -1.0167 -0.9045
H -1.5613 -0.6904 -0.9252
H -2.8331 0.2535 1.6044
H -3.0740 -1.4635 1.3233
H -0.8637 -1.9315 1.7970
H -0.2725 -0.5786 0.8411
H -4.4055 2.6822 -0.4149
H -4.6514 1.1362 0.4110
H -5.1590 1.8579 -2.4925
H -4.9825 0.1664 -2.0146
H -7.0438 0.2051 -0.8823
H -6.8374 1.8927 -0.3975
H -9.2003 1.3706 -1.1117
H -9.4866 1.8065 -2.7993
H -8.8522 3.0223 -1.6607
C -3.1077 3.3509 5.5379
C -3.5431 4.8058 5.3691
C -2.5082 5.3206 4.3757
O -2.1560 4.2096 3.5541
C -2.6638 3.0015 4.1218
H -3.8961 2.6972 5.9102
H -2.2612 3.2866 6.2252
H -4.5435 4.8509 4.9330
H -3.5510 5.3729 6.2990
H -1.6111 5.6824 4.8910
H -2.8856 6.1220 3.7386
H -3.5115 2.6538 3.5163
H -1.8891 2.2379 4.0917
C 1.9606 -3.7606 -1.1852
C 1.0825 -3.8345 -2.4299
C -0.1015 -2.9740 -2.0162
O 0.4217 -1.9777 -1.1313
C 1.7616 -2.3160 -0.7522
H 3.0079 -3.9940 -1.3774
H 1.5896 -4.4442 -0.4214
H 1.5975 -3.3914 -3.2833
H 0.7891 -4.8504 -2.6930
H -0.8560 -3.5619 -1.4806
H -0.5859 -2.4737 -2.8566
H 2.4581 -1.6396 -1.2606
H 1.8653 -2.1780 0.3248
C 1.8577 -4.6121 4.8648
C 1.1776 -3.2737 4.5782
C 1.9066 -2.8239 3.3206
O 2.2632 -4.0163 2.6141
C 2.0684 -5.1535 3.4581
H 1.2702 -5.2831 5.4889
H 2.8192 -4.4561 5.3539
H 0.1154 -3.4196 4.3658
H 1.2643 -2.5548 5.3911
H 2.8208 -2.2717 3.5639
H 1.2910 -2.1992 2.6746
H 1.1889 -5.7080 3.1087
H 2.9413 -5.8030 3.3825
C 1.6054 -9.0728 0.7257
C 2.9166 -8.3362 0.9933
C 2.8470 -7.2035 -0.0223
O 1.4620 -6.8985 -0.1781
C 0.6640 -7.9119 0.4323
H 1.2676 -9.6852 1.5607
H 1.7037 -9.7148 -0.1521
H 2.9197 -7.9325 2.0073
H 3.8028 -8.9572 0.8687
H 3.2562 -7.5120 -0.9909
H 3.3677 -6.3021 0.3039
H 0.2273 -7.5137 1.3550
H -0.1468 -8.1767 -0.2473
C 5.6040 -8.5311 5.9667
C 5.4794 -8.0327 7.4051
C 4.8151 -6.6773 7.2008
O 3.9916 -6.8066 6.0397
C 4.3061 -8.0201 5.3549
H 5.7093 -9.6117 5.8843
H 6.4624 -8.0653 5.4785
H 4.8258 -8.6931 7.9786
H 6.4318 -7.9581 7.9273
H 5.5590 -5.8931 7.0243
H 4.1892 -6.3761 8.0414
H 3.4891 -8.7352 5.5021
H 4.3918 -7.8092 4.2891
C -5.8071 5.3052 -5.4002
C -5.3634 6.6574 -4.8438
C -4.3829 6.2325 -3.7578
O -3.7890 5.0162 -4.2120
C -4.5097 4.5094 -5.3355
H -6.2166 5.3582 -6.4079
H -6.5591 4.8561 -4.7482
H -4.8485 7.2331 -5.6159
H -6.1818 7.2622 -4.4561
H -4.8977 6.0444 -2.8090
H -3.5931 6.9638 -3.5811
H -3.9088 4.6534 -6.2403
H -4.6705 3.4399 -5.1942
C 2.8278 6.7329 -2.7692
C 1.5277 6.9432 -3.5433
C 0.9009 5.5580 -3.4611
O 1.3254 4.9950 -2.2176
C 2.3734 5.7917 -1.6617
H 3.2618 7.6547 -2.3821
H 3.5687 6.2414 -3.4026
H 0.8966 7.6760 -3.0350
H 1.6760 7.2742 -4.5703
H 1.2510 4.9158 -4.2768
H -0.1899 5.5806 -3.4853
H 1.9802 6.3451 -0.8015
H 3.1667 5.1294 -1.3128
C 4.2741 -0.6934 -6.0186
C 5.2255 -1.8888 -5.9816
C 4.6837 -2.6717 -4.7922
O 3.2780 -2.4238 -4.7611
C 2.9506 -1.3451 -5.6393
H 4.2331 -0.1951 -6.9860
H 4.5627 0.0432 -5.2660
H 5.1312 -2.4758 -6.8975
H 6.2718 -1.6128 -5.8595
H 5.1279 -2.3239 -3.8532
H 4.8482 -3.7468 -4.8745
H 2.4379 -1.7459 -6.5203
H 2.2714 -0.6667 -5.1220
C 7.8217 5.7054 -4.8068
C 7.2870 5.1821 -6.1391
C 6.0063 4.4837 -5.6999
O 5.5271 5.2086 -4.5666
C 6.5342 6.1075 -4.0992
H 8.5196 6.5347 -4.9097
H 8.3211 4.9037 -4.2591
H 7.0557 6.0148 -6.8066
H 7.9738 4.5126 -6.6546
H 6.2009 3.4473 -5.4034
H 5.2323 4.4830 -6.4681
H 6.2443 7.1326 -4.3552
H 6.5976 6.0283 -3.0134
C -4.3608 -1.1420 5.1499
C -4.5399 -1.8669 6.4819
C -4.6162 -0.6944 7.4534
O -5.2142 0.3853 6.7332
C -5.2550 0.0753 5.3396
H -4.6441 -1.7363 4.2822
H -3.3210 -0.8313 5.0240
H -5.4771 -2.4277 6.4863
H -3.7293 -2.5543 6.7188
H -3.6173 -0.3907 7.7847
H -5.2228 -0.9053 8.3348
H -6.2897 -0.1416 5.0519
H -4.9160 0.9452 4.7747
*
```

---

[3]
Density functional theory data (the ωB97M-V functional and the def2-TZVPD basis) for a cluster of 2 separate species, C7H13N4O2 in total in a non-equilibrium geometry.

## Properties
- highest occupied orbital energy (alpha / beta) (eV) = -9.36 / -13.35
- HOMO-LUMO gap (alpha / beta) (eV) = 6.1 / 7.4
- energy relative to the best compared isomer or geometry (same formula, charge and spin) (kcal per mole) = 35.15

ORCA input file:
```
! wB97M-V def2-TZVPD RIJCOSX def2/J DEFGRID3
* xyz 1 3
C -1.8622 1.7484 -2.5827
C -1.1002 1.8769 -0.5153
C -1.0209 0.5189 -1.0877
C -0.8698 2.2348 0.7403
C 1.6612 -0.7256 -0.2090
C -1.1486 -1.8848 -1.1822
C 1.7153 -1.7186 2.0129
N -1.3550 0.6032 -2.3978
N -1.7589 2.6436 -1.5770
N -0.8000 -0.6162 -0.5485
N 1.0199 -1.1386 0.8509
O -1.4663 3.2177 1.4460
O 2.9960 -0.5099 -0.0575
H -2.0420 2.1522 -3.6046
H -0.5283 1.6523 1.4744
H 1.2240 -0.4485 -1.1071
H -1.1172 -1.8203 -2.3018
H -0.5603 -2.6837 -0.7468
H -2.2828 -2.0596 -1.0135
H 1.6340 -2.7917 1.9139
H 2.7950 -1.5033 2.0834
H 0.9738 -1.5656 2.8040
H -1.8407 3.6707 -1.5396
H -0.1022 -1.0372 0.7072
H -1.9435 3.8375 0.9002
H 3.3455 0.1681 -0.5660
*
```

---

[4]
Density functional theory data (the ωB97M-V functional and the def2-TZVPD basis) for a cluster of 7 separate species, C36H68F12N3O10 in total in a non-equilibrium geometry.

## Properties
- highest occupied orbital energy (eV) = -4.40
- HOMO-LUMO gap (eV) = 4.4

ORCA input file:
```
! wB97M-V def2-TZVPD RIJCOSX def2/J DEFGRID3
* xyz -1 1
C -0.1890 0.0330 1.7887
C 0.3436 -0.7485 0.5920
O -0.1938 -0.6482 -0.5342
N 1.3116 -1.5783 0.8917
H -0.0724 0.6317 -2.3836
H 1.9145 -1.5061 1.7197
C 1.9335 -2.4058 -0.2018
H -1.2726 -0.0787 1.7329
H 0.0510 1.1083 1.9595
H 0.1117 -0.4253 2.7238
H 2.3963 -3.2308 0.2054
H 2.5995 -1.8721 -0.8925
H 1.1068 -2.8824 -0.7263
C -4.5336 -1.2448 2.8477
C -4.6626 -1.4496 1.3187
C -3.6544 -0.4331 0.7782
N -3.7965 -0.1170 -0.6998
C -3.0373 1.1582 -0.8839
C -5.2074 0.1523 -1.0269
C -5.7728 -1.1644 -1.5134
C -4.6049 -2.1322 -1.7736
C -3.3315 -1.3117 -1.5104
H -3.5506 -1.6080 3.1730
H -5.2917 -1.8111 3.3741
H -4.6500 -0.2135 3.1382
H -5.6377 -1.1635 0.9543
H -4.4890 -2.4658 0.9702
H -2.6640 -0.8196 1.0435
H -3.7796 0.5184 1.3051
H -3.0231 1.3758 -1.9654
H -2.0027 0.8907 -0.5773
H -3.4585 2.0380 -0.3488
H -5.2689 1.0011 -1.7047
H -5.6494 0.4907 -0.0893
H -6.3402 -0.9486 -2.4167
H -6.4679 -1.6858 -0.8272
H -4.5733 -2.6336 -2.7634
H -4.5449 -2.9301 -1.0148
H -2.7866 -0.9567 -2.3689
H -2.6138 -1.9653 -1.0195
C 2.9859 3.2094 -2.4721
C 3.7621 2.2659 -1.5078
C 5.2462 2.5451 -1.5080
C 5.6210 3.7478 -0.6462
C 5.1245 3.6666 0.7560
C 3.5986 3.7106 0.7970
N 3.0864 2.6656 -0.1987
O 1.8877 2.2389 -0.0199
C 3.1018 5.0783 0.2476
C 2.9653 3.4578 2.1583
C 3.5103 0.8218 -1.8275
H 3.1010 4.2782 -2.2907
H 1.9299 2.9278 -2.5326
H 3.3379 3.0744 -3.4855
H 5.5322 2.7520 -2.5283
H 5.7846 1.6561 -1.2186
H 5.0772 4.6005 -1.1274
H 6.6484 4.0696 -0.6701
H 5.4451 4.6226 1.2248
H 5.4929 2.7915 1.3018
H 2.0113 5.1069 0.1502
H 3.5298 5.3995 -0.7109
H 3.3291 5.8172 1.0065
H 3.1567 2.4567 2.4650
H 1.8956 3.6162 2.0922
H 3.4286 4.1761 2.8584
H 2.4798 0.4749 -1.8807
H 3.8865 0.1638 -1.0500
H 4.0729 0.5617 -2.7231
C 0.0461 0.0898 -4.2096
O -1.2507 -0.3689 -4.0689
O 0.3837 0.9554 -3.1876
C 0.8294 -1.2458 -4.4666
F 0.4478 -2.2299 -3.6546
F 0.6455 -1.7489 -5.6665
F 2.1251 -1.0874 -4.3306
C -1.9332 -0.4102 -5.3532
C -3.3811 -0.4005 -5.0314
H -3.8500 0.5092 -4.6882
H -3.9030 -0.6863 -5.9537
H -3.6905 -1.2446 -4.3955
H -1.6510 -1.2695 -5.9513
H -1.6963 0.4638 -5.9732
H 0.1530 0.7598 -5.0926
C -1.7324 -4.0504 0.2260
O -0.7079 -4.7843 -0.4584
O -2.7750 -3.8573 -0.4760
C -2.1229 -4.7747 1.6414
F -2.0786 -6.0921 1.6140
F -1.3248 -4.2778 2.6384
F -3.3990 -4.3830 1.9553
C -1.2646 -5.7942 -1.3312
C -0.0635 -6.4530 -2.1516
H -0.4177 -7.3863 -2.5843
H 0.2840 -5.8671 -2.9969
H 0.7209 -6.7411 -1.4799
H -2.0489 -5.4165 -1.9953
H -1.7476 -6.6624 -0.8062
H -1.2034 -3.1253 0.5532
C -1.0267 2.8618 3.8909
O -2.3048 3.6385 3.4274
O -0.2319 3.6013 4.5614
C -1.5281 1.6428 4.6427
F -2.1918 1.7508 5.8224
F -2.2351 0.9612 3.7570
F -0.4874 0.8725 5.0017
C -2.7575 3.1840 2.1373
C -3.1448 4.4222 1.3608
H -3.6027 4.2459 0.3678
H -3.8218 5.0158 1.9426
H -2.2794 5.0950 1.2395
H -3.6527 2.5417 2.1724
H -1.9706 2.5492 1.7038
H -0.7947 2.3954 2.9611
C 4.3007 -0.3803 1.5339
O 3.6286 -0.6516 2.7274
O 3.7480 0.7021 1.0360
C 5.8006 -0.0011 2.0385
F 6.4953 -0.9489 2.6413
F 6.5507 0.4551 1.0004
F 5.7325 1.0849 2.9294
C 3.9017 -1.7956 3.5056
C 2.6561 -2.1600 4.2139
H 1.9789 -2.7627 3.6396
H 2.8840 -2.8396 5.0325
H 2.0711 -1.2690 4.5022
H 4.6969 -1.5945 4.2162
H 4.2347 -2.6487 2.8697
H 4.2796 -1.3100 0.8655
*
```